Entry from the Open Molecules 2025 dataset: a cluster of 5 separate species, C25H26B3F13O16S in total at a distorted geometry (the ωB97M-V functional and the def2-TZVPD basis).

Each line ends with the Mulliken charge.
Positions of all 84 atoms, in Å:
1 C 1.9050 -0.0192 1.9118  -0.567
2 B 0.7191 0.3881 0.8726  0.010
3 O 0.4680 1.7821 0.5569  -0.091
4 B 0.3723 1.9730 -0.8927  0.125
5 C 1.0306 3.3291 -1.4882  -0.608
6 C 0.0178 4.5665 -1.6162  -0.929
7 C -0.5139 5.1158 -0.1777  0.947
8 F -1.6791 4.3587 0.1103  -0.167
9 F 0.5719 4.8520 0.7298  -0.301
10 C -0.7581 6.6862 -0.3699  0.630
11 F -1.3153 6.9960 -1.6283  -0.237
12 F 0.5417 7.2899 -0.3330  -0.258
13 S -1.7911 7.5240 0.9533  1.204
14 F -2.1040 8.7934 -0.1180  -0.333
15 F -3.2033 6.7753 0.4896  -0.276
16 F -1.4310 6.3950 2.1196  -0.288
17 F -0.4285 8.3859 1.4600  -0.319
18 F -2.6651 8.3587 2.1108  -0.300
19 O -0.3303 0.9695 -1.6395  -0.344
20 B -0.9983 0.1672 -0.6154  0.835
21 C -2.5979 0.1357 -0.3613  -0.581
22 C -3.4481 1.1253 -1.2800  0.432
23 O -3.1348 1.4603 -2.4583  -0.524
24 C -4.8388 1.7310 -0.7337  0.423
25 C -6.0444 0.8508 -0.3053  -0.255
26 C -7.3755 1.4684 0.1783  -0.545
27 C -7.4567 3.0310 0.2680  -0.237
28 C -6.2761 3.9376 -0.1508  -0.354
29 C -4.9807 3.2705 -0.6721  -0.321
30 O -0.1441 -0.6286 0.2673  -0.462
31 H 1.4138 -0.2797 2.9267  0.254
32 H 2.4157 -0.9804 1.4993  0.092
33 H 2.6496 0.8321 2.0950  0.205
34 H 2.0002 3.6520 -0.9504  0.232
35 H 1.3679 3.0791 -2.5675  0.286
36 H -0.8963 4.2314 -2.2367  0.278
37 H 0.5295 5.3829 -2.2314  0.414
38 H -2.8840 0.3404 0.7353  0.327
39 H -2.9485 -0.9417 -0.5786  0.337
40 H -5.9688 -0.2837 -0.3396  0.279
41 H -8.2662 0.8092 0.4612  0.312
42 H -8.4010 3.5472 0.6511  0.301
43 H -6.3405 5.0717 -0.1137  0.200
44 H -4.1047 3.9281 -1.0215  0.236
45 O 3.5219 -2.4767 2.2327  -0.550
46 C 3.9677 -2.8781 1.1947  0.623
47 O 5.0641 -3.6768 1.0922  -0.325
48 C 5.1814 -4.0349 -0.2818  -0.252
49 C 4.4459 -2.9264 -0.9632  0.283
50 F 3.8476 -3.3636 -2.0976  -0.280
51 O 3.4421 -2.5830 -0.0282  -0.257
52 H 4.7166 -5.0162 -0.4451  0.285
53 H 6.2276 -4.0893 -0.5855  0.199
54 H 5.0586 -2.0469 -1.1836  0.279
55 O -8.1878 5.8063 1.6054  -0.452
56 C -8.0219 6.9825 1.4677  0.624
57 O -7.5394 7.5580 0.3300  -0.304
58 C -7.6185 8.9638 0.5196  -0.438
59 C -7.6193 9.0855 2.0103  0.335
60 F -8.3442 10.1570 2.4108  -0.294
61 O -8.2836 7.9106 2.4296  -0.306
62 H -8.5393 9.3403 0.0654  0.272
63 H -6.7684 9.4705 0.0605  0.273
64 H -6.6225 9.1240 2.4592  0.271
65 O 5.2371 -6.4783 -1.3651  -0.585
66 C 4.6015 -7.4958 -1.3314  0.783
67 O 3.7105 -7.8046 -0.3520  -0.264
68 C 3.0794 -9.0160 -0.7428  -0.407
69 C 4.0856 -9.6157 -1.6721  0.466
70 F 3.4769 -10.3404 -2.6445  -0.330
71 O 4.6896 -8.4831 -2.2651  -0.347
72 H 2.1317 -8.7874 -1.2388  0.315
73 H 2.8792 -9.6514 0.1205  0.270
74 H 4.8456 -10.2215 -1.1815  0.077
75 O 5.5009 -9.5112 0.6508  -0.528
76 C 6.6431 -9.8608 0.5454  0.597
77 O 7.0316 -11.1535 0.3652  -0.304
78 C 8.4372 -11.1304 0.1542  -0.423
79 C 8.8357 -9.8442 0.8043  0.280
80 F 9.8980 -9.2903 0.1756  -0.290
81 O 7.7081 -9.0165 0.5983  -0.211
82 H 8.6435 -11.1418 -0.9196  0.287
83 H 8.9176 -11.9957 0.6127  0.255
84 H 9.0407 -9.9257 1.8756  0.313

LUMO, eV: -1.20
SMILES: CB1OB(CCC(F)(F)C(F)(F)S(F)(F)(F)(F)F)OB(CC(=O)c2ccccc2)O1.O=C1OC[C@@H](F)O1.O=C1OC[C@@H](F)O1.O=C1OC[C@@H](F)O1.O=C1OC[C@@H](F)O1
Net charge: 0
Highest occupied orbital energy, hartree: -0.314
DFT total energy, Ha: -3943.11879